# 1
{
  "formula": "C36H97F3N8O11",
  "method": "the ωB97M-V functional and the def2-TZVPD basis",
  "orbital_gap_ev": 8.658,
  "multiplicity": 1,
  "elements": ["O", "H", "H", "H", "C", "O", "O", "C", "F", "F", "F", "C", "C", "H", "H", "H", "H", "H", "H", "C", "C", "C", "O", "C", "N", "H", "H", "H", "H", "H", "H", "H", "H", "H", "H", "H", "C", "C", "C", "O", "C", "N", "H", "H", "H", "H", "H", "H", "H", "H", "H", "H", "H", "C", "C", "C", "O", "C", "N", "H", "H", "H", "H", "H", "H", "H", "H", "H", "H", "H", "C", "C", "C", "O", "C", "N", "H", "H", "H", "H", "H", "H", "H", "H", "H", "H", "H", "C", "C", "C", "O", "C", "N", "H", "H", "H", "H", "H", "H", "H", "H", "H", "H", "H", "C", "C", "C", "O", "C", "N", "H", "H", "H", "H", "H", "H", "H", "H", "H", "H", "H", "C", "C", "C", "O", "C", "N", "H", "H", "H", "H", "H", "H", "H", "H", "H", "H", "H", "C", "C", "C", "O", "C", "N", "H", "H", "H", "H", "H", "H", "H", "H", "H", "H", "H"],
  "xyz": [[8.709984, -2.468902, -21.115588], [9.563196, -2.890706, -20.990216], [8.136805, -2.903891, -20.480100], [8.763338, -1.516375, -21.008523], [11.506555, -4.130316, -21.671388], [10.380487, -4.153268, -22.585814], [11.059683, -3.463190, -20.568017], [12.443083, -5.458502, -21.573436], [12.594565, -6.061401, -22.791875], [13.634212, -5.113561, -21.097130], [11.974172, -6.503315, -20.845096], [9.579612, -5.391213, -22.602184], [8.332627, -5.168857, -23.451358], [8.550184, -4.892373, -24.483018], [7.663336, -6.025810, -23.527429], [7.820445, -4.333059, -22.974685], [9.211805, -5.846857, -21.682831], [10.078270, -6.215700, -23.111757], [12.155116, -3.388811, -22.137902], [9.614618, -7.420585, -18.180104], [10.011657, -6.285966, -17.161385], [11.414600, -6.243757, -16.759961], [11.628235, -5.211393, -15.737065], [12.862053, -4.506394, -15.851863], [9.627695, -4.955220, -17.795145], [8.605783, -7.288299, -18.571049], [9.470676, -8.348108, -17.625949], [10.332905, -7.437484, -18.999787], [9.406253, -6.393549, -16.261373], [12.002891, -6.096215, -17.665634], [11.642616, -7.195493, -16.280054], [12.851806, -3.674389, -15.147752], [12.976930, -4.017466, -16.819263], [13.719965, -5.137856, -15.620907], [9.934796, -4.204227, -17.193642], [10.188572, -4.821029, -18.624311], [14.234430, -1.108662, -20.186943], [13.271901, -0.557134, -19.202719], [13.683753, 0.899122, -18.719534], [14.923654, 0.862365, -17.998004], [15.483053, 2.114186, -17.799561], [11.996372, -0.557318, -19.915176], [15.228700, -1.030599, -19.747139], [14.199876, -0.577761, -21.138275], [14.046232, -2.153633, -20.433389], [13.326745, -1.192207, -18.318533], [12.915984, 1.318756, -18.069506], [13.799784, 1.591031, -19.553742], [14.724138, 2.858288, -17.557787], [15.884282, 2.535264, -18.721404], [16.311114, 2.145648, -17.091438], [11.788566, -1.527994, -20.101450], [12.042352, -0.010320, -20.762982], [7.009086, -3.803620, -15.324896], [5.623149, -3.704614, -15.969008], [4.450971, -3.461391, -14.987731], [3.233991, -3.591923, -15.626077], [2.083669, -3.726589, -14.761927], [5.664402, -2.685501, -17.003669], [7.745229, -3.958466, -16.113703], [7.118161, -4.639359, -14.633708], [7.349130, -2.846722, -14.928872], [5.443586, -4.671488, -16.439124], [4.483168, -2.557667, -14.379176], [4.590708, -4.229672, -14.227258], [1.183573, -3.878271, -15.357687], [1.952499, -2.771141, -14.253967], [2.253780, -4.496274, -14.009100], [4.696676, -2.520733, -17.241288], [5.929515, -1.766377, -16.679596], [12.238711, -3.054945, -25.361782], [13.570289, -2.336723, -25.531372], [14.754271, -2.926479, -24.634904], [15.889424, -2.010755, -24.666479], [15.806287, -1.021805, -23.613214], [13.860192, -2.343860, -26.970941], [11.702288, -2.916464, -24.423077], [12.499226, -4.110632, -25.437678], [11.495806, -2.814394, -26.122253], [13.285309, -1.331269, -25.221621], [15.211240, -3.812517, -25.075612], [14.448725, -3.088505, -23.601226], [15.525648, -1.492803, -22.671136], [15.098611, -0.246125, -23.905801], [16.792044, -0.585140, -23.452936], [14.773889, -1.991660, -27.218326], [13.184591, -1.813476, -27.502305], [7.237255, 0.699734, -22.607112], [7.608605, 0.951867, -21.138394], [6.663221, 0.366366, -19.987198], [5.435199, 1.103345, -19.957653], [4.308581, 0.476723, -19.356768], [8.952340, 0.348081, -21.025262], [7.512250, -0.281110, -22.994973], [7.724678, 1.467804, -23.207593], [6.162024, 0.751560, -22.778233], [7.591069, 2.038445, -21.053957], [7.188242, 0.502804, -19.041764], [6.539642, -0.696633, -20.194254], [4.132001, -0.547516, -19.685170], [3.449816, 1.126667, -19.524641], [4.431121, 0.360197, -18.279962], [9.280727, 0.419765, -20.072828], [9.612567, 0.937071, -21.512395], [5.906981, -5.666486, -19.086847], [6.403310, -4.534356, -20.065147], [5.291482, -3.759202, -20.694135], [5.891558, -2.833952, -21.712625], [4.839887, -2.256476, -22.391049], [7.324646, -3.705296, -19.262920], [6.708557, -6.074836, -18.471361], [5.445387, -6.386776, -19.762286], [5.079434, -5.287395, -18.487227], [6.930292, -4.907568, -20.943262], [4.802689, -3.166308, -19.921050], [4.500411, -4.336432, -21.172785], [4.368460, -1.509048, -21.752913], [4.060884, -2.799282, -22.926401], [5.251304, -1.778628, -23.280153], [6.709047, -3.442453, -18.506584], [7.995693, -4.290072, -18.785596], [12.496277, 0.954234, -23.432620], [11.713894, 2.217017, -23.527137], [10.651348, 2.218536, -24.652220], [10.120102, 3.577728, -24.743932], [10.913440, 4.417079, -25.648083], [11.078867, 2.378496, -22.230238], [11.926839, 0.028980, -23.344633], [13.276389, 0.938653, -22.671507], [13.099102, 0.795485, -24.326768], [12.401280, 3.047997, -23.685421], [9.821004, 1.579728, -24.351305], [11.066372, 1.854028, -25.591896], [11.945636, 4.647213, -25.384070], [10.432013, 5.394969, -25.639844], [10.919233, 3.936967, -26.626627], [10.406623, 3.131068, -22.272847], [11.802416, 2.774163, -21.647124], [9.045140, -1.301541, -17.526649], [9.539745, 0.117805, -17.038022], [10.830855, 0.024053, -16.249209], [11.168716, 1.339737, -15.869750], [12.314543, 1.444882, -15.044922], [9.786652, 0.837526, -18.314459], [8.012546, -1.359167, -17.870937], [9.146573, -2.029943, -16.722143], [9.586812, -1.676242, -18.395151], [8.826042, 0.754511, -16.515199], [11.654125, -0.463518, -16.771322], [10.544087, -0.552788, -15.369944], [12.021381, 1.369227, -13.997825], [12.698345, 2.456196, -15.179260], [13.091473, 0.759528, -15.383716], [10.575473, 0.459477, -18.819366], [10.112994, 1.750458, -18.031327]],
  "forces_ev_per_a": [[-0.78, 0.04, -2.14], [3.18, -1.03, 0.22], [-1.89, -0.58, 2.14], [0.25, 2.21, -0.03], [-0.73, 2.23, 0.44], [-0.36, -3.23, -0.13], [0.30, -1.65, 0.77], [-2.05, -0.23, -0.73], [0.45, 1.10, 0.06], [0.09, -0.04, -0.03], [-0.12, 0.68, 0.84], [-0.17, -0.27, -1.67], [0.04, 1.13, 0.15], [0.29, 0.15, 0.05], [0.15, -0.18, 0.44], [-0.49, 0.05, -0.31], [0.53, 0.79, 0.87], [0.86, 0.15, 0.16], [0.84, -0.46, -0.85], [0.10, 0.76, 1.35], [-2.67, 1.34, -1.62], [1.34, -0.08, 1.25], [-0.03, -0.31, -1.16], [-0.43, 0.15, 0.10], [-0.09, -1.15, 0.61], [0.12, 0.67, -0.15], [0.83, -0.34, -0.20], [-0.05, -0.44, 0.04], [-0.21, 0.03, 0.04], [0.51, 0.18, 0.16], [0.51, -0.21, -0.14], [-0.19, -0.21, 0.31], [0.04, -0.33, -0.38], [0.08, -0.11, -0.14], [0.07, 0.09, 0.38], [0.26, 0.02, -0.65], [1.93, -0.27, -0.05], [0.46, 1.65, -0.64], [0.15, -0.94, 0.05], [-0.41, -1.16, -0.02], [-0.07, 1.30, -0.74], [-0.82, 0.53, 1.92], [0.42, -0.14, -0.37], [0.07, 0.29, 0.08], [-0.18, -0.11, 0.23], [-0.73, -0.06, 0.12], [-0.29, -0.03, 0.14], [-0.05, -0.05, -0.49], [-0.21, 0.06, 0.70], [0.30, -0.20, -0.52], [-0.34, -0.52, 0.25], [-0.50, -0.43, -0.55], [0.15, -0.16, -0.19], [0.10, 0.22, -0.50], [0.11, 0.77, 0.90], [1.21, -1.07, 1.12], [-1.46, -0.49, -0.76], [1.09, 0.96, -0.27], [-0.82, 0.13, -0.67], [-0.13, -0.36, -0.28], [-0.13, 0.28, 0.24], [-0.31, 0.00, 0.65], [-0.27, 0.03, -0.13], [0.37, 0.72, -0.38], [-0.28, -0.57, 0.28], [0.34, -0.34, -0.11], [-0.10, 0.10, 0.31], [-0.14, -0.23, -0.12], [-0.39, -0.10, -0.55], [0.59, 0.01, 0.54], [0.23, -1.30, 0.32], [-0.53, 0.26, 0.31], [0.15, 1.77, -1.72], [-0.60, 0.22, 1.15], [0.22, -0.71, -0.86], [0.64, -0.53, 0.08], [0.43, 0.14, 0.28], [-0.57, -0.33, -0.11], [0.32, 0.11, -0.32], [0.93, 0.53, 0.47], [-0.67, -0.31, -0.02], [-0.22, -0.14, -0.04], [-0.22, 0.00, 0.02], [-0.08, 0.11, 0.24], [0.02, 0.00, -0.31], [0.16, 0.10, 0.30], [-0.15, -0.01, 0.18], [-1.12, -0.10, 0.15], [-0.43, -0.92, -0.03], [0.63, 0.92, -1.36], [-0.05, -0.53, -0.43], [0.75, 0.12, 0.34], [-0.57, -0.32, 0.61], [0.36, -0.09, 0.33], [-0.03, -0.05, -0.15], [-0.14, 0.40, 0.02], [0.20, 0.18, 0.54], [0.10, -0.08, 0.10], [-0.41, -0.26, 0.08], [-0.06, -0.02, -0.63], [0.05, -0.19, -0.17], [0.18, 0.28, 0.39], [-0.26, 0.18, 0.48], [0.29, -0.05, -0.58], [-0.78, 0.61, -2.23], [0.86, -1.44, 1.06], [0.66, 1.77, -0.33], [-1.12, -2.67, 1.58], [-0.07, 2.11, -1.51], [-0.95, 0.46, -1.23], [-0.12, 0.02, -0.21], [0.10, -0.72, 0.41], [0.18, 0.13, 0.28], [0.37, -0.65, 0.24], [-0.17, 0.43, 0.07], [0.31, -0.42, -0.11], [-0.30, 0.22, -0.11], [-0.14, -1.37, 0.84], [0.42, 0.68, 0.26], [0.05, 1.14, 0.54], [0.61, -0.52, -0.05], [1.33, -1.19, -1.12], [-0.49, -0.27, -0.31], [0.28, 1.28, 1.19], [1.43, -0.34, -0.91], [-1.03, -0.42, 0.60], [-0.33, 0.59, 0.43], [-0.44, 0.17, 0.27], [-0.29, 0.31, 0.48], [-0.04, 0.13, -0.42], [0.12, 0.13, -0.45], [-0.05, -0.01, -0.05], [0.01, 0.19, -0.17], [0.19, -0.60, 0.59], [-0.29, -0.22, -0.34], [-0.11, 0.28, -0.19], [-0.39, 0.23, -0.19], [0.08, -0.18, 0.60], [-0.10, 0.48, 1.04], [0.66, -1.06, -3.16], [-1.13, 0.11, 1.02], [0.20, 0.20, -0.26], [-0.36, 0.63, -0.48], [-0.44, 1.08, 1.07], [-0.14, 0.46, 0.28], [0.00, -0.17, 0.06], [0.59, 0.26, 0.14], [-0.21, -0.56, 0.37], [-0.03, -0.12, -0.27], [0.48, -0.33, 0.49], [0.28, -0.52, 0.14], [0.04, 0.06, -0.03], [0.08, -0.26, 0.37], [0.51, -0.77, 0.01], [-0.08, 0.53, -0.16]]
}

=====

# 2
{
  "formula": "C22H31N5O2S",
  "method": "the ωB97M-V functional and the def2-TZVPD basis",
  "relative_energy_kcal_mol": 65.9,
  "orbital_gap_ev": 7.276,
  "multiplicity": 1,
  "elements": ["C", "N", "N", "C", "C", "C", "C", "C", "C", "C", "C", "C", "C", "C", "C", "N", "C", "C", "C", "C", "C", "O", "N", "C", "C", "S", "N", "C", "C", "O", "H", "H", "H", "H", "H", "H", "H", "H", "H", "H", "H", "H", "H", "H", "H", "H", "H", "H", "H", "H", "H", "H", "H", "H", "H", "H", "H", "H", "H", "H", "H"],
  "xyz": [[-3.331110, 0.939974, -1.510186], [-2.145888, 0.957251, -0.650603], [-1.101941, 1.860999, -1.072492], [-1.635407, 3.264100, -1.076797], [-0.688939, 1.548465, -2.471880], [0.043738, 1.654052, -0.123501], [0.634872, 0.253755, -0.348524], [-0.123157, -0.896392, -0.563341], [0.467206, -2.093588, -0.962055], [1.880035, -2.203247, -0.954341], [2.651203, -1.082881, -0.554951], [2.024824, 0.137747, -0.326675], [4.126542, -1.195414, -0.404946], [4.623854, -2.639536, -0.423061], [3.915179, -3.440186, -1.499225], [2.478892, -3.374106, -1.331787], [1.733432, -4.361324, -2.090656], [0.332131, -4.551771, -1.538491], [-0.402911, -3.216739, -1.406671], [-0.387567, 1.873679, 1.260589], [-0.839231, 0.803205, 2.117825], [-0.312351, -0.292471, 2.314512], [-2.080049, 1.139238, 2.757456], [-2.839622, 0.020788, 3.311392], [-2.089796, 2.318973, 3.492002], [-3.185859, 2.586630, 4.727185], [-1.080729, 3.207775, 3.145075], [-1.105994, 4.502719, 3.821085], [-0.466891, 3.179743, 1.856099], [-0.037462, 4.228493, 1.343868], [-4.140013, 0.477712, -0.932909], [-3.639997, 1.946920, -1.822104], [-3.147110, 0.317140, -2.399348], [-2.392242, 1.208001, 0.309337], [-2.263838, 3.332867, -1.972154], [-2.249173, 3.449295, -0.186858], [-0.792316, 3.961642, -1.128976], [0.221341, 2.121391, -2.683210], [-0.496795, 0.481795, -2.584281], [-1.492866, 1.852603, -3.145337], [0.786463, 2.436355, -0.352103], [-1.209381, -0.893056, -0.453351], [2.622537, 1.030951, -0.111503], [4.423505, -0.718169, 0.536716], [4.616404, -0.626697, -1.209483], [4.440100, -3.096268, 0.555325], [5.700284, -2.664980, -0.600864], [4.210488, -4.495256, -1.463474], [4.194419, -3.055314, -2.496642], [1.675634, -4.050134, -3.149595], [2.290464, -5.305100, -2.057348], [-0.228410, -5.219532, -2.196811], [0.385915, -5.033289, -0.556350], [-1.241196, -3.327524, -0.706073], [-0.857050, -2.960654, -2.379893], [-2.775041, -0.828332, 2.626617], [-2.453689, -0.259263, 4.299564], [-3.868446, 0.367976, 3.426600], [-0.160719, 5.020648, 3.650359], [-1.952043, 5.108499, 3.466174], [-1.264233, 4.289842, 4.881068]],
  "forces_ev_per_a": [[0.23, 0.01, -0.11], [-0.99, 0.03, -0.24], [-1.48, 0.33, -0.82], [0.10, 0.34, -0.19], [0.04, -0.11, -0.33], [1.71, -0.69, 1.44], [0.30, 0.44, -0.13], [0.16, -0.60, -0.22], [0.81, 0.85, 0.43], [-0.59, 0.99, 0.07], [-0.79, -0.19, -0.13], [-0.47, -0.11, -0.12], [0.82, 0.15, -0.12], [-0.04, 0.05, 0.16], [-0.06, 0.20, -0.16], [0.42, -1.18, 0.16], [-0.04, 0.27, -0.10], [-0.11, -0.01, 0.23], [-0.53, -0.54, -0.29], [-0.63, 0.97, 1.27], [0.97, -1.11, -0.03], [-1.19, 1.12, -0.41], [0.23, -0.06, 1.08], [-0.19, 0.02, 0.10], [0.54, -0.08, -0.37], [0.23, 0.04, -0.40], [-0.99, 0.36, 0.10], [0.02, -0.02, 0.27], [0.28, -0.74, -1.32], [-0.30, -0.46, 0.47], [0.23, 0.14, -0.13], [-0.25, -0.33, 0.01], [-0.11, 0.22, 0.27], [0.30, 0.25, -0.20], [0.24, 0.32, 0.35], [0.49, -0.11, -0.16], [-0.29, -0.15, 0.11], [-0.26, -0.14, 0.08], [0.03, 0.22, 0.16], [0.22, -0.02, 0.07], [-0.28, -0.25, -0.38], [0.69, -0.02, -0.19], [-0.08, -0.37, -0.02], [0.02, -0.04, -0.16], [-0.01, -0.10, 0.13], [-0.03, -0.04, -0.13], [-0.01, -0.02, 0.05], [-0.01, 0.17, 0.01], [0.08, -0.03, 0.06], [-0.02, -0.09, 0.04], [-0.10, 0.16, -0.02], [0.04, -0.02, 0.06], [0.11, 0.05, -0.09], [0.10, 0.01, -0.13], [0.14, -0.04, 0.22], [0.05, 0.19, 0.11], [-0.12, -0.05, -0.23], [0.14, -0.26, 0.00], [-0.22, -0.15, -0.07], [0.29, -0.06, 0.08], [0.14, 0.27, -0.19]]
}

=====

# 3
{
  "formula": "C9H12N3O2",
  "method": "the ωB97M-V functional and the def2-TZVPD basis",
  "charge": 1,
  "relative_energy_kcal_mol": 98.7,
  "orbital_gap_ev": [6.927, 6.568],
  "multiplicity": 1,
  "elements": ["C", "C", "C", "C", "C", "C", "C", "C", "C", "N", "N", "N", "O", "O", "H", "H", "H", "H", "H", "H", "H", "H", "H", "H", "H", "H"],
  "xyz": [[-1.204867, 0.668414, 2.818654], [0.101162, 0.513593, -0.677081], [-2.519052, -0.172913, -0.337233], [3.326352, -1.001507, -0.162919], [3.427335, 0.388889, 0.468832], [1.914260, -1.112209, -0.498322], [2.372821, 1.075023, -0.375635], [-1.183506, 0.320466, -0.870301], [-4.495048, -1.251284, -0.887700], [-0.174959, 0.556908, 2.320335], [1.385058, 0.101700, -0.649702], [-0.559494, 1.716493, -0.869528], [-2.941816, 0.375305, 0.610544], [-3.139201, -0.958066, -1.152460], [3.850798, -1.125389, -1.139691], [3.487161, -1.941315, 0.490913], [3.024079, 0.400851, 1.438626], [4.425923, 0.833448, 0.556479], [1.365599, -1.992177, -0.831975], [-2.051193, 1.069753, 3.344404], [1.894612, 1.950211, 0.053400], [2.837462, 1.409608, -1.354918], [-5.234178, -1.003009, -1.674009], [-4.700728, -0.670569, 0.093343], [-4.578874, -2.363355, -0.765264], [-0.629700, 2.211119, 0.051217]],
  "forces_ev_per_a": [[0.82, 0.95, 0.05], [-2.16, -2.24, -1.68], [1.49, 1.26, -2.27], [0.38, -2.50, 0.96], [0.06, -0.25, -0.80], [-1.68, 1.55, -1.66], [2.26, 3.35, -1.25], [1.19, -0.68, 1.45], [-1.66, -0.55, 2.52], [-0.47, -0.38, -0.01], [0.59, -2.86, 1.54], [-0.38, 2.40, 0.37], [-0.77, 0.79, 2.38], [0.47, -0.93, -1.86], [0.22, 0.03, 0.66], [0.58, 1.59, -0.90], [-0.39, -0.49, 1.60], [-0.38, -0.06, -0.64], [-0.02, 0.11, 0.51], [-0.15, -0.54, -0.13], [0.21, 0.06, 0.20], [-0.67, -0.31, 0.82], [1.07, 0.44, 0.11], [-0.43, -1.37, -1.69], [0.13, 1.06, 0.23], [-0.31, -0.44, -0.51]]
}